(1)
ORCA calculation (the ωB97M-V functional and the def2-TZVPD basis) on C6H16N2 as an isolated structure at a distorted geometry.

highest occupied orbital energy: -8.6 eV
LUMO: 0.8 eV
F_max: 4.0 eV/A
Kohn-Sham gap: 9.368 eV

XYZ file:
```
24
Properties=species:S:1:pos:R:3:forces:R:3
C -0.8476 0.4884 -3.2195 1.2 0.9 -1.3
C 0.2823 -0.1642 -2.4204 -0.2 -0.2 0.1
N 0.2856 0.2457 -1.0064 0.2 0.3 -0.4
C 0.5568 1.6871 -0.8552 1.9 -0.2 0.6
C 1.2610 -0.5175 -0.2330 -0.8 -1.0 -1.0
C 1.1543 -0.1588 1.2308 -0.5 1.4 1.2
N 0.0870 0.3815 1.8112 2.1 -3.2 -1.0
C -1.5854 -1.1758 4.1078 0.3 0.1 0.3
H -0.6757 1.5941 -3.4298 -0.1 -1.4 0.2
H -0.9928 -0.0421 -4.1915 0.2 0.5 0.7
H -1.7423 0.4072 -2.6730 -1.3 -0.1 0.7
H 0.1411 -1.2612 -2.4618 0.1 0.4 0.2
H 1.2500 0.0379 -2.9022 0.1 0.1 0.0
H -0.0969 2.2851 -1.4739 0.0 0.0 -0.1
H 0.4236 1.9690 0.2106 -0.1 -0.1 -0.9
H 1.6837 1.9142 -1.1058 -1.8 -0.2 0.1
H 1.0078 -1.6278 -0.3260 0.5 1.2 -0.1
H 2.2977 -0.3595 -0.6420 -0.5 -0.2 0.6
H -0.1837 -0.5817 1.3261 -2.5 1.6 -0.1
H 2.0124 -0.4218 1.8043 1.5 0.5 0.5
H -0.5363 -1.2792 4.4191 -0.3 0.1 -0.4
H -1.8889 -0.1390 4.2761 -0.1 -0.3 0.1
H -2.1640 -1.8815 4.6998 -0.2 0.1 0.1
H -1.7296 -1.4000 3.0546 0.2 -0.1 0.0
```
Forces are in eV/Å.

Atomic partial charges in e from the natural (NBO) method, atoms 1 to 2:
1 C -0.615
2 C -0.215

(2)
ORCA calculation (the ωB97M-V functional and the def2-TZVPD basis) on the molecule C6H16N2 at a distorted geometry.

highest occupied orbital energy: -8.2 eV
LUMO: 1.1 eV
F_max: 5.6 eV/A
Kohn-Sham gap: 9.345 eV

XYZ file:
```
24
Properties=species:S:1:pos:R:3:forces:R:3
C -1.1026 -2.9592 0.4662 -1.3 0.6 1.7
C -0.9045 -1.6051 1.2506 2.2 -1.2 2.1
C 0.2005 -0.8422 0.5676 1.2 2.3 -0.7
N -0.2442 0.2011 -0.3813 0.6 1.0 -0.5
C -0.7270 -0.4639 -1.5541 -0.1 -0.4 -2.2
C 0.7373 1.2975 -0.6680 0.8 -2.9 -1.0
C 0.5194 2.4834 0.3461 5.3 -1.7 0.0
N 1.6626 3.4324 -0.1005 0.8 -0.6 1.9
H -2.0911 -3.2062 0.8736 -0.2 -0.7 -1.1
H -0.4850 -3.8279 0.7663 0.2 0.9 -0.3
H -1.0638 -2.7474 -0.6257 -0.3 -0.6 1.0
H -1.8407 -1.0838 1.5838 0.8 -0.2 -1.2
H -0.3525 -1.6714 2.2992 -1.5 -1.1 -1.7
H 0.8336 -0.4046 1.3599 -0.3 0.5 -0.6
H 0.9311 -1.4706 -0.0223 -0.7 -0.2 0.7
H -1.6455 -0.8735 -1.2547 -1.6 -0.8 0.1
H -0.9917 0.1434 -2.4829 0.7 -0.1 1.5
H -0.1516 -1.3721 -1.9582 0.1 1.2 0.6
H 1.8442 0.6357 -0.6364 -2.4 2.7 0.1
H 0.6104 1.6044 -1.8179 0.3 -0.3 2.8
H 0.8342 2.1113 1.4061 -1.1 0.6 -1.7
H -0.4851 2.8320 0.3129 -0.5 0.6 -0.1
H 1.3459 4.3703 -0.2780 0.1 0.3 0.3
H 2.5661 3.4162 0.5477 -3.1 0.2 -1.7
```
Forces are in eV/Å.

Atomic partial charges in e from the natural (NBO) method, atoms 1 to 2:
1 C -0.633
2 C -0.426

(3)
ORCA calculation (the ωB97M-V functional and the def2-TZVPD basis) on the molecule C6H16N2 at a distorted geometry.

highest occupied orbital energy: -8.5 eV
LUMO: 1.0 eV
F_max: 7.0 eV/A
Kohn-Sham gap: 9.511 eV

XYZ file:
```
24
Properties=species:S:1:pos:R:3:forces:R:3
C 2.3602 1.1751 0.0729 1.7 1.8 1.9
C 0.9433 1.4896 0.1134 -4.2 -0.8 -1.1
C 0.3728 1.9457 -1.3871 -0.1 -5.8 2.8
C 0.0503 0.3220 0.8474 2.9 -2.0 -3.1
C -1.3843 0.5504 0.7987 -1.4 3.5 -0.6
N 0.2661 -0.9936 -0.0515 -0.1 -1.2 -0.1
C -0.5268 -2.2595 0.3338 -3.9 5.7 0.9
N -1.7781 -2.2923 -0.5209 1.9 -2.1 0.3
H 2.5791 0.2777 -0.4221 0.3 -1.3 -0.6
H 2.6838 1.1323 1.1747 0.2 -0.1 -1.7
H 2.8643 2.0258 -0.4579 0.0 -0.8 0.7
H 0.7745 2.3076 0.7642 -0.1 1.2 0.6
H -0.5458 1.3019 -1.5811 0.7 1.6 0.1
H 0.3085 2.9574 -1.4671 -0.4 2.7 -0.5
H 1.0780 1.4576 -2.0228 0.7 0.4 -0.9
H 0.5165 0.1673 1.9016 -0.9 -0.1 -1.9
H -1.6772 1.0113 -0.1812 0.3 -0.9 0.5
H -2.0389 -0.2658 0.9634 -0.4 -0.7 0.6
H -1.6201 1.4224 1.4166 -0.4 -0.3 0.7
H 0.1951 -0.9816 -1.1623 0.2 0.9 3.3
H 0.0752 -3.0496 0.1583 1.7 -2.7 -0.4
H -0.9731 -2.1811 1.4128 1.7 -0.3 -1.6
H -1.8758 -1.5054 -1.0710 0.2 1.9 -1.3
H -2.6537 -2.4163 -0.0938 -0.9 -0.5 1.1
```
Forces are in eV/Å.

Atomic partial charges in e from the natural (NBO) method, atoms 1 to 2:
1 C -0.610
2 C -0.187

(4)
ORCA calculation (the ωB97M-V functional and the def2-TZVPD basis) on C6H16N2O as an isolated structure at a distorted geometry.

highest occupied orbital energy: -7.8 eV
LUMO: 1.0 eV
F_max: 6.5 eV/A
Kohn-Sham gap: 8.762 eV

XYZ file:
```
25
Properties=species:S:1:pos:R:3:forces:R:3
C -0.2048 0.1575 -0.7676 -2.4 -5.9 0.9
C -0.3859 -1.7405 -0.2595 0.2 3.1 -0.6
C 0.8432 2.4089 -0.2077 1.1 -2.3 -0.4
C -1.2945 -2.4162 -1.2513 0.0 0.1 0.0
C -0.9265 -1.6885 1.1417 -0.2 -0.2 0.2
C 0.4271 2.7408 1.2027 0.1 -0.6 0.1
N 1.0660 0.4936 -0.4686 2.0 5.3 0.2
N 1.7786 -0.0731 0.5661 -0.4 -0.1 0.4
O -0.4904 0.2295 -2.1115 -0.1 0.7 -0.6
H 0.2808 -0.1039 -2.5893 0.0 0.1 0.1
H -1.0326 0.6112 -0.2200 -0.1 0.1 0.0
H 0.6273 -2.1345 -0.3043 0.0 0.1 0.1
H 2.7611 0.1492 0.4564 -0.2 0.1 0.0
H 1.4502 0.2193 1.4859 0.2 -0.1 0.0
H 1.8531 2.7214 -0.4680 -0.1 0.1 0.1
H 0.1445 2.7636 -0.9618 -0.1 -0.5 -0.1
H -1.4945 -3.4585 -0.9732 0.1 0.1 0.1
H -0.2887 -1.1181 1.8181 0.1 -0.1 0.0
H -0.8487 -2.4284 -2.2456 -0.1 0.0 -0.1
H -2.2529 -1.8972 -1.3128 0.0 0.0 -0.1
H -1.0453 -2.6935 1.5635 0.0 0.0 0.0
H -1.9146 -1.2219 1.1602 0.0 0.0 0.0
H 1.2225 2.5112 1.9147 0.0 0.0 0.0
H 0.1821 3.8012 1.3245 0.1 -0.1 -0.2
H -0.4572 2.1666 1.5077 0.0 0.1 -0.1
```
Forces are in eV/Å.

Atomic partial charges in e from the natural (NBO) method, atoms 1 to 2:
1 C 0.276
2 C -0.212

(5)
ORCA calculation (the ωB97M-V functional and the def2-TZVPD basis) on the molecule C6H16N2O.

highest occupied orbital energy: -8.9 eV
LUMO: 0.9 eV
F_max: 0.9 eV/A
Kohn-Sham gap: 9.832 eV

XYZ file:
```
25
Properties=species:S:1:pos:R:3:forces:R:3
C 1.7805 -0.7336 -1.4709 -0.2 -0.3 0.1
N 1.2765 -0.0734 -0.2800 -0.3 0.3 0.0
C 2.2369 -0.1914 0.8270 -0.3 0.0 0.0
N 1.8142 0.4572 2.0311 0.1 0.0 0.1
O 0.0702 -0.7189 0.1627 0.8 -0.3 0.0
C -1.1368 0.0202 -0.0650 -0.5 0.4 -0.1
C -0.9546 1.5254 0.1425 0.0 -0.5 -0.1
C -1.6719 -0.2446 -1.4808 0.3 0.0 0.2
C -2.1163 -0.5462 0.9712 0.4 0.0 -0.2
H 2.6421 -0.1676 -1.8272 0.0 0.0 0.0
H 2.0849 -1.7739 -1.2765 0.0 0.1 0.0
H 1.0082 -0.7328 -2.2379 0.1 0.0 0.0
H 3.1616 0.2724 0.4816 0.0 -0.1 -0.1
H 2.4281 -1.2484 1.0599 0.0 0.0 -0.1
H 1.6447 1.4389 1.8623 0.0 0.1 0.0
H 0.9469 0.0384 2.3331 -0.1 0.0 0.1
H -0.7536 1.7546 1.1790 0.1 0.1 0.4
H -0.1331 1.8774 -0.4605 0.2 0.2 -0.2
H -1.8576 2.0425 -0.1514 -0.3 0.1 -0.1
H -1.5981 -1.3093 -1.7111 0.0 0.0 0.0
H -1.1004 0.3185 -2.2218 0.0 0.0 0.0
H -2.7181 0.0570 -1.5431 0.0 0.0 -0.1
H -3.0595 -0.0105 0.9265 -0.1 0.1 0.0
H -1.7003 -0.4493 1.9735 0.0 0.0 0.0
H -2.2948 -1.6025 0.7757 -0.1 -0.1 0.0
```
Forces are in eV/Å.

Atomic partial charges in e from the natural (NBO) method, atoms 1 to 2:
1 C -0.430
2 N -0.183

(6)
ORCA calculation (the ωB97M-V functional and the def2-TZVPD basis) on a 2-piece molecular cluster, C6H16N2O overall at a distorted geometry.

highest occupied orbital energy: -7.3 eV
LUMO: 0.8 eV
F_max: 3.1 eV/A
Kohn-Sham gap: 8.156 eV

XYZ file:
```
25
Properties=species:S:1:pos:R:3:forces:R:3
C -1.0132 0.2545 -1.9292 0.4 -0.4 0.4
C -1.2612 0.9394 1.3763 1.3 -0.7 2.7
N -0.8189 -0.1630 -0.5374 1.2 0.0 -1.2
N -1.4576 -1.4450 -0.3684 0.2 -0.4 0.1
H -2.4635 -1.2754 -0.3361 0.2 0.1 0.1
H -1.2108 -1.7812 0.5674 -0.2 0.2 -0.3
H -2.0760 0.2161 -2.1825 0.1 -0.1 0.2
H -0.4721 -0.3988 -2.6197 0.0 0.0 -0.3
H -0.6800 1.2823 -2.0652 0.0 0.0 0.1
H -1.6835 0.5902 2.3130 0.0 0.5 0.6
H -0.6822 1.8518 1.4993 0.0 0.1 0.4
H -2.1201 1.2187 0.7634 0.4 -0.8 -0.6
C 1.3546 1.0760 -0.4490 -0.1 -0.1 0.1
C 1.3897 -1.4226 -0.5452 0.0 0.1 0.2
C 0.6206 -0.2016 -0.0131 -0.8 -0.3 -0.9
C 0.4095 -0.2484 1.5056 -1.4 2.3 -1.2
O 1.3643 0.4409 2.2931 -0.8 -0.4 -0.2
H 1.0211 1.3201 2.5088 0.0 -0.1 -0.2
H 0.3346 -1.2646 1.8976 -0.4 0.1 0.1
H 0.7857 1.9806 -0.2264 -0.1 -0.1 0.0
H 2.3051 1.1483 0.0808 -0.1 -0.1 0.0
H 0.9642 -2.3621 -0.1917 -0.1 0.0 0.0
H 1.5745 1.0672 -1.5197 -0.1 -0.1 0.1
H 1.3962 -1.4493 -1.6400 0.0 0.1 0.1
H 2.4189 -1.3744 -0.1816 0.0 0.0 -0.1
```
Forces are in eV/Å.

Atomic partial charges in e from the natural (NBO) method, atoms 1 to 2:
1 C -0.421
2 C -0.601

It is found that the energy relative to the best compared isomer or geometry (same formula, charge and spin) values, taken in the order of the records, are 99.1; 84.0; 73.5; 105.8; 52.5; 123.3 kcal/mol.